ORCA calculation (ωB97M-V with the def2-TZVPD basis set) on a cluster of 8 separate species, C23H67N11O8 in total.

Output
- relative energy (zero: lowest compared OMol25 entry of this formula, charge and spin) (kJ/mol) = 664.9
- HOMO-LUMO gap (eV) = 8.993

Last column: Mulliken charge in e.
Atoms and positions in Å:
C  -6.36858  -1.16063  -9.73341  -0.69
O  -5.05229  -1.33949  -9.34875  -0.36
C  -4.66924  -1.24217  -7.94218  -0.76
C  -5.36142  -0.30652  -6.93161  0.56
C  -4.77638  1.10992  -6.88839  -1.43
N  -5.21094  -0.92690  -5.54362  -0.73
H  -7.01929  -2.02413  -9.87144  0.28
H  -6.42823  -0.65404  -10.69669  0.29
H  -6.95781  -0.46531  -9.13556  0.25
H  -4.69176  -2.25591  -7.54228  0.38
H  -3.61886  -0.97117  -8.04868  0.29
H  -6.40533  -0.07993  -7.14845  0.18
H  -5.38372  1.74081  -6.23938  0.43
H  -4.83084  1.55542  -7.88170  0.35
H  -3.77002  1.24704  -6.49276  0.35
H  -4.20570  -0.94045  -5.64064  0.30
H  -5.33027  -0.15968  -4.89768  0.30
C  -0.30798  8.95393  7.92454  -0.76
O  -0.10570  7.81276  7.11750  -0.32
C  -0.51465  8.03197  5.74059  -0.51
C  0.14648  6.97954  4.89242  0.41
C  0.12776  7.09759  3.38589  -1.27
N  -0.49158  5.80785  5.29811  -0.78
H  -1.17321  9.56431  7.66587  0.32
H  0.57430  9.59302  7.88904  0.29
H  -0.35760  8.72905  8.98992  0.27
H  -1.59706  7.98238  5.62216  0.29
H  -0.11494  8.93529  5.27977  0.32
H  1.16595  6.79953  5.23355  0.24
H  0.26490  8.13403  3.07753  0.34
H  -0.82844  6.78196  2.96857  0.30
H  0.95052  6.60052  2.87200  0.31
H  -1.47797  5.83508  5.08274  0.24
H  -0.43234  5.74772  6.30458  0.33
C  5.27497  -1.59311  -8.42307  -0.72
O  6.17136  -2.38313  -7.62060  -0.31
C  5.46986  -3.49621  -7.09027  -0.73
C  6.53344  -4.43216  -6.50959  0.32
C  7.56356  -4.83211  -7.57221  -1.28
N  5.83896  -5.61447  -5.94369  -0.74
H  4.78159  -2.16647  -9.20788  0.30
H  5.65975  -0.66016  -8.83497  0.27
H  4.51013  -1.29919  -7.70423  0.31
H  4.66919  -3.34188  -6.36694  0.47
H  4.96035  -4.02905  -7.89312  0.31
H  7.02254  -3.76562  -5.79923  0.28
H  7.83896  -4.04790  -8.27738  0.34
H  7.09281  -5.61233  -8.17032  0.31
H  8.54427  -5.17912  -7.24682  0.33
H  6.49187  -6.37173  -5.80098  0.28
H  5.32109  -6.07771  -6.67670  0.27
C  -6.76197  0.78446  5.14209  -0.76
O  -6.44745  1.78641  4.10993  -0.32
C  -7.48326  2.44809  3.41624  -0.67
C  -6.84070  2.86459  2.06554  0.36
C  -7.73591  3.83222  1.22349  -1.44
N  -6.63739  1.61135  1.29206  -0.74
H  -7.23578  1.33778  5.95291  0.32
H  -5.76580  0.65480  5.56509  0.26
H  -7.36852  -0.05471  4.80150  0.29
H  -8.36973  1.83003  3.27390  0.34
H  -7.65344  3.35805  3.99166  0.37
H  -5.88590  3.36576  2.22454  0.30
H  -7.95372  4.82657  1.61326  0.37
H  -8.71835  3.45631  0.93783  0.33
H  -7.21931  3.90182  0.26621  0.39
H  -6.47297  0.89929  1.98922  0.31
H  -7.61062  1.36630  1.17863  0.29
C  5.21608  3.00570  9.72420  -0.74
O  5.11480  1.72600  9.12781  -0.32
C  3.91573  0.91654  9.29605  -0.71
C  3.87231  -0.40513  8.38753  0.31
C  4.11564  0.10282  6.90847  -1.27
N  2.48663  -0.89273  8.35000  -0.72
H  6.12296  3.55833  9.47871  0.25
H  5.28330  2.95581  10.81098  0.28
H  4.48301  3.63151  9.21521  0.31
H  3.85115  0.82109  10.37994  0.40
H  3.10001  1.61532  9.11056  0.34
H  4.67336  -1.10182  8.63459  0.31
H  5.06076  0.64409  6.95181  0.33
H  3.42495  0.76918  6.39175  0.32
H  4.39338  -0.68175  6.20463  0.36
H  2.11824  -0.82775  9.28816  0.27
H  1.91496  -0.19948  7.88880  0.28
N  -0.25300  0.23394  -0.35101  -0.43
C  0.29877  -0.71832  -1.08710  0.64
N  1.31828  -1.15841  -0.49011  -0.37
O  -0.18060  -1.08597  -2.11839  -0.64
H  0.34851  0.72793  0.29261  0.18
H  -1.18022  0.56352  -0.57848  0.20
H  1.73816  -2.02588  -0.79227  0.23
H  1.46452  -0.86930  0.46651  0.19
N  4.85258  -6.56407  0.55782  -0.39
C  5.87518  -6.00065  1.01316  0.71
N  6.48016  -5.39820  0.08060  -0.39
O  6.22123  -5.98132  2.20341  -0.69
H  4.70107  -6.66213  -0.43592  0.17
H  4.23201  -6.85732  1.29877  0.22
H  7.22588  -4.81175  0.42711  0.22
H  6.25030  -5.58530  -0.88494  0.16
N  -1.06826  -8.47525  -4.37367  -0.40
C  -1.12387  -7.17752  -4.26760  0.65
N  -0.01697  -6.49640  -4.43680  -0.37
O  -2.21720  -6.69657  -4.02354  -0.67
H  -1.95022  -8.96397  -4.31553  0.22
H  -0.27630  -9.00012  -4.71633  0.17
H  0.83959  -7.02431  -4.52462  0.17
H  -0.05840  -5.49014  -4.36055  0.23

Atomic forces in eV per Å
-1.5253 1.0397 -0.5404
0.2540 0.5004 0.8920
-0.1041 -0.6261 -0.6556
-0.1757 0.9315 0.6590
-0.2002 0.4755 -0.3941
0.2616 0.3937 -2.2197
0.4508 -0.7270 0.4025
0.6065 -0.0870 -0.3429
0.2021 -0.0005 0.6358
-0.1932 -0.0702 0.1876
0.0739 0.1303 0.3196
-0.2088 -0.8446 -0.0900
-0.2734 -0.0170 0.0176
0.1633 0.1204 -0.1111
0.2806 -0.5699 -0.1983
0.7283 -0.8220 1.1348
-0.3403 0.1684 0.3129
0.6939 0.5859 0.4066
-0.8515 0.4102 -0.9861
1.6576 1.1990 -0.4531
0.4081 -0.4342 0.4609
-0.0777 1.2285 -0.4115
-0.9185 -3.6414 0.3394
-0.1836 -0.2236 -0.2088
0.1274 0.3022 -0.4274
-0.3402 -0.7098 -0.1126
-0.1112 0.1373 0.1353
-0.2278 1.0380 0.8886
0.3502 0.8249 -0.0261
-0.1291 0.2887 0.0539
0.0216 -0.1708 -0.0060
-0.1813 -0.5123 0.3613
-0.2166 -0.0803 -0.1548
-0.0181 -0.2502 0.1398
-0.7230 -0.0705 1.3637
-0.7009 0.4916 -0.5748
0.8182 -1.1160 -0.8165
0.0383 0.1920 -0.6280
-0.0637 0.0288 -0.7782
0.4059 0.2038 0.2802
0.2326 -0.2251 -0.1420
0.7873 -0.4079 0.1561
-0.5334 0.3110 -0.2743
0.2033 0.8506 0.3885
-0.0811 -0.1271 -0.5353
0.0597 -0.6597 0.7891
-0.3983 0.3566 0.1627
0.1651 -0.2316 -0.1676
-0.2643 -0.3151 0.6497
0.7146 0.1849 0.6711
-0.6674 0.5229 -0.5217
0.6419 2.9366 -0.3018
0.0717 -1.8979 0.4147
1.5001 1.3265 0.0660
-1.5265 -0.0765 0.0161
0.4362 -0.6539 -0.3401
-0.7638 0.4968 0.3020
-0.7522 -0.2295 0.0826
-0.1218 -1.1865 -0.3067
0.4191 -0.0992 -0.0470
-0.1876 0.0503 -0.0224
-0.8751 0.1384 0.0746
0.0088 -0.1526 0.2840
0.5612 -0.0445 0.3256
-0.0971 -0.5956 0.3523
0.0687 0.4205 -0.0435
1.1922 -0.2061 0.3395
-0.5674 -0.2214 -1.1992
-0.3392 -0.2981 -0.6720
1.1994 -1.0835 -0.8133
1.1829 1.3890 0.5225
-1.1131 3.6400 -1.9541
2.2560 -0.3498 0.5078
0.3100 -0.4731 1.1914
0.5860 -0.8641 -0.5539
-0.9502 0.1385 0.2079
-0.7660 0.3277 0.9767
-0.1661 -1.1532 0.2653
-0.6147 -0.3438 -0.7891
-0.5198 -0.2281 0.2555
0.0241 0.3936 0.0102
-0.5603 -0.1117 0.6948
-0.5506 -0.4949 0.1896
-0.1555 -0.5984 0.4906
0.1728 0.1154 -0.5337
-1.8225 2.8335 1.5827
-3.6463 1.4703 -1.5138
6.1299 -3.2695 2.6028
-0.6430 -1.2614 -2.3161
-0.7417 0.2098 -0.0573
0.4862 0.2004 -0.0217
0.0508 0.3275 0.0114
0.1951 -0.5138 -0.2920
-6.3609 -4.0931 -0.6498
2.2685 0.5338 5.3006
4.5667 3.5679 -3.5160
-0.3236 0.1355 -0.3143
-0.6085 -0.1084 0.6399
-0.3944 -0.6037 -0.7787
0.2667 -0.1045 -0.9547
0.5796 0.6836 0.2493
0.7954 -4.4156 -0.4726
-2.9851 1.1880 0.5096
2.3662 1.0916 -0.3615
-0.5521 1.3062 0.2253
0.2682 0.2191 0.0065
-0.1656 0.2115 0.0744
0.0292 0.7431 -0.0023
0.2407 -0.3393 0.0241


ORCA calculation (ωB97M-V with the def2-TZVPD basis set) on a structure of composition C13H13Br12N2PS2.

Output
- relative energy (zero: lowest compared OMol25 entry of this formula, charge and spin) (kJ/mol) = 117.0
- HOMO-LUMO gap (eV) = 7.463

Last column: Mulliken charge in e.
Atoms and positions in Å:
C  1.05261  0.54177  2.30283  -0.52
C  1.48767  1.67416  1.63145  -0.26
C  0.43101  2.59288  0.92639  -1.35
C  -0.72338  1.66979  0.46331  0.79
C  -1.93529  1.84951  1.06615  -1.00
C  -3.00950  0.98212  0.64976  0.69
N  -4.26942  0.99984  1.09029  -0.68
S  -5.03759  -0.21575  0.32187  0.16
N  -3.84335  -0.77490  -0.62535  -0.68
C  -2.75346  -0.04791  -0.35754  0.51
C  -1.45055  -0.18270  -0.96656  -0.77
C  -0.44551  0.66602  -0.58016  0.59
P  1.20921  0.49037  -1.39866  0.44
S  1.00906  0.07332  -3.28084  -0.37
H  0.48485  0.55512  3.24404  0.28
H  1.26334  -0.43521  1.82461  0.19
H  2.56986  1.87712  1.58381  0.36
H  0.89313  3.04528  0.03372  0.37
H  0.03995  3.38893  1.58855  0.40
H  -2.09188  2.62504  1.82364  0.35
H  -1.30889  -0.97225  -1.71374  0.38
H  1.98072  -0.46911  -0.68762  0.10
H  1.85827  1.72859  -1.15047  0.03
C  -4.63850  -3.25365  3.13693  -0.31
Br  -6.02015  -2.53775  1.99714  0.02
Br  -3.49212  -1.85969  3.82043  -0.01
Br  -5.36403  -4.34657  4.54917  -0.03
H  -4.02285  -3.89748  2.52125  0.37
C  -5.03110  -8.62449  3.83001  -0.33
Br  -6.17423  -7.89826  2.45560  0.00
Br  -3.40154  -7.60889  4.01189  -0.01
Br  -5.95592  -8.79511  5.51453  0.00
H  -4.75147  -9.62205  3.51734  0.33
C  4.52624  2.37898  -4.43046  0.42
Br  4.78328  1.46484  -6.10820  -0.01
Br  2.77960  3.18730  -4.31723  -0.02
Br  4.88413  1.22584  -2.92280  -0.02
H  5.25110  3.18326  -4.39230  -0.38
C  7.92607  5.15949  -4.19040  -0.38
Br  8.18201  4.24477  -5.86906  0.02
Br  6.17668  5.96756  -4.07519  -0.01
Br  8.28213  4.00646  -2.68547  0.01
H  8.64983  5.96336  -4.15267  0.34

Atomic forces in eV per Å
0.8046 0.1142 -0.3780
-0.9781 0.0037 0.2415
0.1625 -0.2751 1.2926
0.8100 0.9338 0.2346
-0.2276 -0.5956 -0.6938
0.5055 -0.2514 -0.3916
-0.0036 -0.6445 -0.4248
1.2431 1.1201 -0.7293
-0.2276 0.1838 0.4108
0.0234 0.7912 0.6183
-0.1852 -0.0764 0.1319
-0.5328 0.0881 0.8499
-0.6856 0.1479 -0.4701
0.0972 -0.2040 -0.0029
-1.4922 0.0322 -1.3917
1.5327 0.1662 1.6122
-0.3759 -0.7581 -1.6868
-0.0037 0.0887 0.6046
0.0472 -0.1794 -0.4894
0.0371 -0.3986 -0.3425
0.0401 0.4582 0.1945
-0.2628 0.4324 0.1465
-0.0632 -0.5014 0.1115
0.0103 -0.1242 0.0108
-0.1948 -0.7792 0.6313
-0.1042 -0.0562 -0.0873
0.0033 0.1761 -0.0625
-0.0531 0.0440 0.0288
-0.0145 0.0011 -0.0282
0.0880 -0.0278 0.1227
-0.0680 -0.1102 -0.0163
0.0669 0.0616 -0.1323
-0.0191 0.0704 0.0257
-0.0078 0.0394 -0.0139
-0.0415 0.0464 0.1604
0.1819 0.0034 -0.0051
-0.0069 0.0833 -0.0938
-0.0389 -0.0605 0.0091
0.1048 0.0483 -0.0007
-0.0988 0.0282 0.1592
0.0851 -0.1257 -0.0126
-0.0977 0.0545 -0.1419
-0.0599 -0.0485 -0.0016


ORCA calculation (ωB97M-V with the def2-TZVPD basis set) on an isolated molecule of C4H8N2O.

Output
- relative energy (zero: lowest compared OMol25 entry of this formula, charge and spin) (kJ/mol) = 170.1
- HOMO-LUMO gap (eV) = 10.880

Last column: Mulliken charge in e.
Atoms and positions in Å:
N  -0.52783  -2.23264  1.53577  -0.48
C  -0.31878  -1.14598  1.20245  0.10
C  -0.10289  0.26931  0.85666  0.62
N  0.72065  0.87156  1.90567  -0.70
C  0.59979  0.44405  -0.49304  -0.81
C  -0.09260  -0.22724  -1.70582  -0.37
O  -1.39998  -0.69337  -1.42732  -0.55
H  -1.10856  0.70252  0.76797  0.17
H  0.80690  1.86708  1.72449  0.24
H  0.27678  0.77252  2.81490  0.26
H  1.62187  0.06846  -0.39351  0.31
H  0.68938  1.52710  -0.64339  0.33
H  0.53666  -1.04919  -2.06301  0.28
H  -0.15912  0.50542  -2.51586  0.27
H  -1.38814  -1.65576  -1.47248  0.33

Atomic forces in eV per Å
0.2460 0.8876 -0.3722
-0.2080 -0.9348 0.3402
-0.1483 -0.0527 -0.1702
-0.1116 0.1783 0.0769
0.1288 0.0212 0.0199
0.4184 0.2173 -0.0242
-0.0870 -0.1779 0.0001
0.0700 -0.0497 0.0697
0.0378 -0.0821 0.0249
0.0536 -0.0200 -0.1435
-0.0880 0.0091 0.0303
-0.0809 -0.1522 -0.0619
-0.0952 0.0882 0.0363
-0.0072 -0.1109 0.0257
-0.1285 0.1787 0.1481


ORCA calculation (ωB97M-V with the def2-TZVPD basis set) on a structure of composition C7H15Cl3MoN6O2Si.

Output
- HOMO-LUMO gap (spin up / spin down) (eV) = 5.270 / 5.272
- total charge = +2

Last column: Mulliken charge in e.
Atoms and positions in Å:
Mo  -0.84725  -0.51124  -0.30479  1.36
N  0.32077  -0.33048  2.22187  -0.44
N  1.65694  0.00018  1.91128  -0.10
C  2.03563  0.13749  0.61106  0.44
O  3.08140  0.32058  0.12212  -0.40
O  0.83001  0.00587  -0.14498  -0.53
H  -0.07316  0.37068  2.84390  0.29
H  0.28699  -1.22757  2.69954  0.29
H  2.37676  0.02091  2.62221  0.24
Cl  -2.88964  -1.07241  -0.09661  -0.23
Si  0.08496  -2.89719  -0.64653  0.73
Cl  0.60628  -3.41926  -2.48736  -0.08
Cl  0.50655  -4.29776  0.69324  -0.09
C  -2.36142  2.29961  0.16650  -0.84
N  -1.38465  1.61751  -0.79459  0.79
C  -2.05291  1.62590  -2.17775  -0.76
N  -2.40422  2.94973  -2.58561  0.13
C  -3.33778  3.53596  -1.61142  -0.75
N  -2.70659  3.60949  -0.28538  0.12
C  -1.50100  4.44484  -0.37776  -0.71
N  -0.55607  3.85627  -1.33822  0.21
C  -0.17133  2.55246  -0.91091  -0.89
C  -1.19846  3.78777  -2.65984  -0.67
H  -1.88284  2.35955  1.14511  0.32
H  -3.25828  1.68552  0.23337  0.31
H  -2.95203  1.01099  -2.13069  0.33
H  -1.34822  1.19778  -2.89612  0.40
H  -4.24193  2.92900  -1.55566  0.33
H  -3.60863  4.53807  -1.93444  0.33
H  -1.03071  4.52093  0.60308  0.33
H  -1.77983  5.43994  -0.71457  0.33
H  0.29868  2.61321  0.07135  0.21
H  0.52759  2.12135  -1.62524  0.31
H  -0.50391  3.37016  -3.38909  0.33
H  -1.47849  4.79074  -2.97227  0.33

Atomic forces in eV per Å
1.6713 1.2169 -0.0638
-0.2195 -0.1588 -0.3788
-0.2943 -0.0661 -0.1778
-0.4752 -0.1196 0.7027
0.1554 0.0673 -0.1946
1.3861 0.2513 -1.1841
-0.0284 0.0771 -0.0534
0.0198 -0.0528 -0.0053
-0.0806 -0.0173 0.1087
-1.8952 -0.7497 0.3669
-0.1759 -0.1297 0.3946
0.0278 -0.0364 -0.0925
0.0730 -0.1866 0.0796
0.1032 0.1790 -0.2610
-0.2600 -0.1091 0.5400
0.0348 0.0401 0.1476
-0.0126 0.1906 -0.1041
0.2145 -0.1247 0.1179
-0.0792 0.2302 -0.0293
-0.0499 -0.2579 -0.0986
-0.0731 0.1549 -0.0711
-0.1077 0.1749 0.0009
-0.0592 -0.1440 0.2417
0.0737 -0.0722 0.0190
-0.0211 -0.0946 -0.0280
-0.0390 -0.0560 0.0789
0.0780 -0.0576 -0.0412
-0.0019 -0.0173 -0.0027
-0.0065 0.0159 -0.0227
0.0122 0.0034 0.0038
0.0069 0.0366 0.0111
-0.0220 -0.0842 0.0732
0.0288 -0.1095 -0.0512
0.0159 -0.0048 0.0018
0.0001 0.0109 -0.0277


ORCA calculation (ωB97M-V with the def2-TZVPD basis set) on a structure of composition C7H8O2.

Output
- relative energy (zero: lowest compared OMol25 entry of this formula, charge and spin) (kJ/mol) = 435.9
- HOMO-LUMO gap (eV) = 8.866

Last column: Mulliken charge in e.
Atoms and positions in Å:
C  0.73478  -1.75085  -0.56735  -0.69
C  -0.09365  -0.93731  -1.17505  0.19
C  -1.03794  -0.21871  1.62763  0.51
C  1.24637  0.57933  0.57445  -0.65
C  0.44857  1.64282  1.45455  -0.37
C  0.39404  -0.53872  0.20316  0.39
C  -1.15105  -0.62263  -2.18971  -1.11
O  -2.00703  -0.86646  1.90261  -0.55
O  -0.76533  0.95757  2.03891  -0.31
H  1.24655  -2.66495  -0.66217  0.40
H  1.60065  1.24826  -0.20768  0.31
H  2.16066  0.14752  0.93437  0.33
H  1.06585  1.88962  2.29856  0.26
H  0.26633  2.68350  1.10210  0.32
H  -1.22274  0.42112  -2.24934  0.34
H  -2.02252  -1.08076  -1.86410  0.30
H  -0.86353  -0.88936  -3.22094  0.34

Atomic forces in eV per Å
-1.0924 1.3305 -0.3680
0.0744 -0.2300 1.1544
1.4874 -2.9292 -3.3615
-0.1782 2.6525 -0.2523
0.5154 -1.8286 1.2995
-3.5677 -0.2879 0.3247
3.1151 -0.1607 -0.7322
0.6650 0.2543 -0.0409
1.4305 3.4597 0.1893
0.5235 -0.8675 0.2667
-0.0547 -0.4281 -0.9058
0.3840 0.2912 1.3243
0.2032 -0.2764 0.7963
-0.8355 -1.2990 -0.7646
-0.6437 1.5981 0.2087
-1.8445 -0.7287 0.3444
-0.1818 -0.5501 0.5167